1.
{"formula": "C4H6N2O", "method": "the ωB97M-V functional and the def2-TZVPD basis", "total_charge": 0, "elements": ["C", "C", "C", "N", "C", "O", "N", "H", "H", "H", "H", "H", "H"], "coordinates": [[2.01079, 0.47847, 0.12820], [0.59888, -0.01215, 0.05799], [0.15112, -1.29096, 0.18749], [-1.37950, -1.10027, 0.08384], [-1.50464, 0.22648, -0.09810], [-2.68590, 0.83584, -0.29682], [-0.39716, 0.91011, -0.11049], [2.18366, 0.90315, 1.12454], [2.13797, 1.27373, -0.60972], [2.76649, -0.29494, -0.04090], [0.81214, -2.10253, -0.17401], [-2.28411, -1.57245, 0.26311], [-2.40974, 1.74550, -0.51515]], "atomic_forces_ev_per_a": [[0.0, 0.0, -0.1], [0.2, -0.1, 0.1], [-1.7, 0.4, -0.7], [1.1, 0.3, -0.3], [0.5, 0.2, 0.0], [0.1, -0.1, 0.1], [-0.1, 0.2, 0.1], [0.0, 0.0, -0.2], [0.1, -0.1, 0.1], [-0.2, 0.0, 0.0], [-1.4, -0.1, 0.8], [1.6, -0.5, -0.1], [-0.4, -0.2, 0.2]], "mulliken_charge": [-0.992, 0.615, -0.521, -0.112, 0.415, -0.498, -0.643, 0.235, 0.295, 0.315, 0.267, 0.259, 0.365]}


2.
{"formula": "C13H37N7O20S2", "method": "the ωB97M-V functional and the def2-TZVPD basis", "total_charge": 0, "elements": ["O", "S", "O", "O", "C", "C", "C", "H", "H", "H", "H", "H", "H", "H", "H", "O", "S", "O", "O", "C", "C", "C", "H", "H", "H", "H", "H", "H", "H", "H", "C", "N", "O", "O", "H", "H", "H", "C", "N", "O", "O", "H", "H", "H", "C", "N", "O", "O", "H", "H", "H", "C", "N", "O", "O", "H", "H", "H", "C", "N", "O", "O", "H", "H", "H", "C", "N", "O", "O", "H", "H", "H", "C", "N", "O", "O", "H", "H", "H"], "coordinates": [[-29.90543, 0.97395, 13.64793], [-30.10620, 1.94910, 14.69597], [-31.41976, 2.09174, 15.25633], [-29.03892, 1.61420, 15.86572], [-29.15669, 2.36890, 17.08694], [-27.88464, 2.10040, 17.85873], [-29.49018, 3.53205, 14.10928], [-30.05947, 2.11063, 17.64156], [-29.27691, 3.42719, 16.84240], [-26.99817, 2.41352, 17.30548], [-27.71162, 1.03259, 18.01623], [-27.93254, 2.57888, 18.83642], [-28.41992, 3.49120, 13.92462], [-29.70458, 4.29476, 14.85355], [-30.05650, 3.67609, 13.19126], [-20.06777, -3.63719, 13.33461], [-18.92311, -2.87632, 12.90508], [-18.18506, -3.23055, 11.72673], [-19.41134, -1.31377, 12.74145], [-20.53862, -0.89838, 13.49273], [-20.86512, 0.55267, 13.09703], [-17.78456, -2.76606, 14.28414], [-20.38281, -0.98531, 14.57167], [-21.39819, -1.51678, 13.23150], [-19.93863, 1.00806, 12.75378], [-21.51715, 1.11959, 13.75485], [-21.50260, 0.47342, 12.20820], [-18.12803, -3.51516, 14.99310], [-17.85200, -1.77286, 14.71665], [-16.79644, -3.03262, 13.92464], [-24.30573, 0.23690, 18.86845], [-24.05001, 1.35830, 17.94286], [-24.10328, 2.48956, 18.37133], [-23.77874, 1.08439, 16.79251], [-24.52649, 0.64878, 19.85040], [-23.47359, -0.45371, 18.82638], [-25.24104, -0.26536, 18.61875], [-27.34665, 7.81700, 14.04684], [-27.70143, 7.95092, 12.57963], [-28.67785, 7.36021, 12.18307], [-26.97776, 8.66395, 11.91291], [-26.27668, 7.95666, 14.11619], [-27.61256, 6.77149, 14.19817], [-27.96072, 8.48852, 14.63320], [-26.14848, -0.91900, 14.25719], [-25.62087, -0.11327, 13.13228], [-24.40446, 0.04770, 13.09784], [-26.41890, 0.33219, 12.33700], [-26.76196, -0.27665, 14.89130], [-25.32144, -1.25858, 14.87046], [-26.78163, -1.73088, 13.91365], [-23.91860, 3.28739, 14.61939], [-25.37505, 3.49500, 14.48073], [-26.07554, 2.53405, 14.69481], [-25.75541, 4.60147, 14.16240], [-23.37350, 4.00346, 14.01469], [-23.65834, 2.33174, 14.16787], [-23.63128, 3.27479, 15.66335], [-22.81640, 2.17878, 9.77989], [-23.22983, 2.63905, 11.13890], [-22.43062, 3.30340, 11.77662], [-24.38103, 2.48596, 11.46737], [-22.66104, 1.10794, 9.89159], [-21.91193, 2.72740, 9.55024], [-23.61701, 2.42593, 9.09113], [-27.04574, 5.06191, 10.87513], [-26.58831, 4.38146, 9.62692], [-25.71542, 4.90597, 8.96827], [-27.12691, 3.33563, 9.35402], [-26.52227, 6.01409, 10.86214], [-26.74943, 4.51168, 11.76383], [-28.11961, 5.17111, 10.77834], [-21.84602, 7.05840, 14.97148], [-22.19395, 6.08780, 16.03789], [-21.31637, 5.70304, 16.76664], [-23.35367, 5.79177, 16.15462], [-20.90895, 7.54882, 15.21847], [-22.63168, 7.79198, 14.85251], [-21.65712, 6.43584, 14.09722]], "atomic_forces_ev_per_a": [[0.1, 0.8, 1.2], [0.6, -0.7, -0.9], [0.5, 0.3, 0.2], [-0.8, -0.1, -0.6], [0.1, 0.2, 0.0], [0.2, -0.2, 0.1], [-0.4, -0.5, 0.2], [0.0, -0.4, -0.1], [0.3, 0.1, 0.0], [-0.1, 0.4, 0.0], [-0.5, -0.1, 0.1], [0.1, 0.1, 0.0], [0.0, -0.3, 0.0], [-0.2, 0.1, -0.1], [0.1, 0.3, 0.0], [0.5, 0.2, -0.3], [-0.5, 0.6, 0.1], [-0.5, 0.5, 0.5], [1.1, -1.3, -0.5], [-1.5, 0.7, 0.6], [-0.2, -1.1, -1.4], [-0.4, -0.3, -0.2], [0.3, -0.1, 0.0], [0.1, -0.2, 0.2], [-0.1, 0.6, 0.5], [0.6, 0.0, 0.6], [0.3, 0.1, -0.2], [0.0, 0.0, 0.1], [0.2, 0.0, 0.0], [0.1, 0.3, 0.0], [-0.9, -0.1, 0.8], [0.1, 0.2, -0.3], [-0.2, 0.1, 0.3], [0.0, -0.4, -0.1], [0.7, 0.1, 0.0], [0.1, 0.0, 0.0], [0.2, 0.0, -0.7], [-0.2, -1.2, -1.1], [0.5, 1.0, 0.7], [-0.2, -0.1, -0.1], [-0.2, -0.2, -0.2], [0.0, 0.3, 0.2], [0.1, 0.1, 0.7], [0.0, 0.1, -0.1], [-0.3, 0.1, 1.0], [0.1, 0.1, -0.1], [-0.4, 0.0, -0.1], [0.4, -0.2, 0.3], [0.0, 0.2, -0.3], [0.2, -0.1, -0.3], [0.1, 0.1, -0.4], [1.0, -0.5, -0.8], [1.1, -0.2, 0.0], [-0.7, 0.0, 0.1], [-0.5, 0.2, -0.1], [-0.3, 0.4, 0.3], [-0.5, -0.2, 0.2], [-0.2, 0.2, 0.1], [0.1, -0.1, 0.5], [-0.5, 1.5, -0.4], [0.5, -0.4, 0.2], [-0.2, -0.4, 0.1], [0.0, 0.0, -0.4], [0.1, -0.2, -0.1], [-0.1, -0.2, 0.1], [0.4, 0.7, -0.4], [-0.1, -0.4, 0.5], [0.3, 0.2, 0.0], [-0.1, -0.3, -0.1], [-0.3, 0.1, 0.1], [-0.1, -0.4, -0.2], [0.0, 0.0, 0.2], [0.8, -0.2, -0.3], [0.0, 1.0, 0.5], [0.8, -0.4, 0.1], [-1.0, -0.2, -0.2], [0.0, -0.1, 0.2], [-0.3, -0.3, -0.1], [-0.3, 0.3, -0.2]], "mulliken_charge": [-0.612, 1.191, -0.649, -0.189, -0.282, -0.939, -0.786, 0.329, 0.315, 0.051, 0.241, 0.439, 0.012, 0.364, 0.504, -0.636, 1.259, -0.613, -0.323, -0.355, -0.693, -0.906, 0.330, 0.372, 0.427, 0.151, 0.024, 0.326, 0.293, 0.351, -0.873, 0.926, -0.523, -0.422, 0.341, 0.281, 0.290, -0.474, 0.918, -0.524, -0.544, 0.238, 0.076, 0.312, -0.610, 0.904, -0.464, -0.502, 0.016, 0.297, 0.343, -0.781, 1.088, -0.448, -0.507, 0.155, 0.102, 0.363, -0.945, 0.928, -0.552, -0.378, 0.317, 0.342, 0.305, -0.623, 0.989, -0.594, -0.549, 0.274, 0.168, 0.322, -0.705, 0.923, -0.554, -0.465, 0.311, 0.256, 0.257]}


Number 1: gap between HOMO and LUMO 9.274 eV, LUMO level 0.8 eV. Number 2: gap between HOMO and LUMO 10.563 eV, LUMO level -0.2 eV.